1.
Entry from OMol25: C13H16Cl2GdN2 as an isolated structure in a non-equilibrium geometry (wB97M-V/def2-TZVPD).

Each line ends with the Mulliken charge.
Atoms and positions in Å:
Gd (0.21, 2.66, 1.64)  0.6835
Cl (-2.03, 3.46, 1.01)  -0.5773
Cl (0.82, 3.51, 3.79)  -0.5861
C (1.86, -1.26, -1.03)  -1.5033
H (1.62, -1.26, 0.02)  0.2155
H (2.94, -1.14, -1.19)  0.3671
C (-0.37, -0.44, -1.30)  -0.5347
C (0.83, -0.81, -1.92)  0.5807
H (-0.60, -0.99, -0.38)  0.4813
C (1.25, -0.23, -3.22)  -0.6512
H (1.61, -2.31, -1.30)  0.3645
C (0.93, 1.29, -3.21)  -0.6603
H (2.34, -0.31, -3.38)  0.3206
H (0.67, -0.69, -4.03)  0.3255
C (-0.55, 1.53, -2.91)  -0.7641
H (1.57, 1.77, -2.45)  0.2608
H (1.15, 1.77, -4.17)  0.3430
C (-1.12, 0.80, -1.64)  0.0035
H (-0.78, 2.60, -2.93)  0.3448
H (-1.14, 1.17, -3.75)  0.2983
H (-1.36, 1.54, -0.85)  -0.0754
H (-2.14, 0.46, -1.81)  0.2842
N (1.99, -3.24, 3.90)  -0.6403
C (1.15, -2.49, 3.57)  0.0919
C (0.13, -1.57, 3.16)  0.2891
C (-1.21, -1.95, 3.21)  -0.5727
C (-2.19, -1.06, 2.81)  -0.6677
C (-1.83, 0.18, 2.33)  -0.4266
N (-0.52, 0.55, 2.31)  -0.0386
C (0.47, -0.31, 2.70)  -0.2292
H (-1.47, -2.93, 3.58)  0.4244
H (-3.24, -1.29, 2.83)  0.3854
H (-2.50, 0.96, 1.96)  0.4042
H (1.50, 0.05, 2.66)  0.4591

Values from the calculation:
Spin multiplicity: 8
Highest occupied orbital energy (spin up / spin down): -1.960 / -5.323 eV
<S²>: 15.8095
Total charge: -1
Relative energy (zero: lowest compared OMol25 entry of this formula, charge and spin): 17.7 kcal/mol

2.
Entry from OMol25: a 2-piece molecular cluster, C18H22ClNO3 overall in a non-equilibrium geometry (wB97M-V/def2-TZVPD).

Each line ends with the Mulliken charge.
Atoms and positions in Å:
O (-1.88, 3.13, 2.83)  -0.7082
C (-1.69, 2.14, 2.02)  0.2916
N (-0.40, 1.80, 1.48)  -0.0793
H (-0.41, 1.04, 1.04)  0.5657
C (0.59, 2.83, 1.71)  -0.5752
C (1.43, 2.26, 3.16)  -0.8808
C (1.74, 0.73, 3.29)  -0.5948
C (3.23, 0.49, 2.36)  -0.9140
C (3.57, 1.28, 1.12)  -0.9000
C (2.28, 1.40, 0.20)  -0.8189
H (1.87, 0.52, 0.29)  0.6930
C (1.71, 2.82, 0.52)  -1.9846
H (2.14, 3.63, 0.52)  1.0046
H (0.98, 2.87, -0.29)  0.4199
H (2.71, 1.58, -0.88)  0.3282
H (3.92, 2.13, 1.57)  0.5132
H (4.14, 0.62, 0.66)  0.4441
H (3.14, -0.68, 2.30)  0.3455
H (4.08, 0.51, 3.02)  0.4792
H (1.93, 0.33, 4.23)  0.5506
H (1.07, 0.28, 2.57)  0.0586
H (0.95, 2.40, 4.11)  0.4522
H (2.50, 2.77, 3.24)  0.4082
H (0.45, 3.64, 2.17)  0.8914
C (-2.58, 1.37, 1.58)  -0.5436
H (-3.53, 1.73, 1.15)  0.4392
H (-3.38, 0.93, 2.72)  0.3011
O (-2.17, 0.08, 0.97)  -0.2721
C (-2.69, 0.05, -0.13)  0.6949
O (-3.42, 0.81, -0.79)  -0.6657
C (-1.98, -1.15, -0.94)  -0.8086
C (-2.32, -1.29, -2.25)  -0.4688
C (-1.79, -2.54, -2.99)  0.6654
C (-1.76, -2.20, -4.34)  -0.6097
C (-1.20, -3.19, -5.17)  -0.9152
C (-0.64, -4.59, -4.73)  -0.6976
C (-0.98, -4.66, -3.51)  0.1672
C (-1.49, -3.95, -2.31)  0.3528
Cl (-1.69, -4.23, -0.84)  -0.2514
H (-0.61, -5.74, -2.84)  -0.0350
H (-0.54, -5.38, -5.29)  0.4813
H (-0.94, -3.09, -6.00)  0.7775
H (-1.93, -1.23, -4.65)  0.4312
H (-3.04, -0.62, -2.65)  0.4977
H (-1.38, -1.65, -0.24)  0.4693

Values from the calculation:
Highest occupied orbital energy: -8.340 eV
Relative energy (zero: lowest compared OMol25 entry of this formula, charge and spin): 445.0 kcal/mol

3.
Entry from OMol25: C33H32AsBrN5O5SW as an isolated structure (wB97M-V/def2-TZVPD).

Each line ends with the Mulliken charge.
Atoms and positions in Å:
W (-1.20, -1.07, 0.19)  2.5238
C (-2.79, 6.82, -0.75)  -1.7189
C (-2.39, 5.48, -0.20)  0.9748
C (-3.35, 4.54, 0.15)  -0.9229
C (-2.99, 3.31, 0.67)  -0.3391
C (-1.65, 3.02, 0.84)  0.0896
C (-0.66, 3.94, 0.50)  -0.5421
C (-1.04, 5.16, -0.02)  -0.8023
S (-1.15, 1.49, 1.56)  1.5281
O (-0.82, 1.70, 2.93)  -0.7284
O (-0.11, 0.91, 0.69)  -0.3601
N (-2.29, 0.38, 1.30)  -0.2813
C (-3.21, -0.01, 2.35)  -0.5812
C (-3.20, -1.53, 2.36)  0.3223
O (-4.02, -2.22, 2.89)  -0.6003
O (-2.14, -2.02, 1.71)  -0.9739
H (-3.77, 6.78, -1.22)  0.3855
H (-2.07, 7.18, -1.48)  0.4014
H (-2.83, 7.56, 0.06)  0.3649
H (-4.40, 4.77, 0.01)  0.4024
H (-3.75, 2.58, 0.93)  0.3349
H (0.38, 3.70, 0.64)  0.4925
H (-0.28, 5.88, -0.29)  0.4247
H (-4.22, 0.36, 2.19)  0.3543
H (-2.87, 0.33, 3.33)  0.4585
N (9.22, -0.17, 0.30)  -0.4832
C (8.09, -0.34, 0.30)  -0.1787
C (6.67, -0.55, 0.29)  0.5956
C (6.14, -1.76, -0.17)  -0.8781
C (4.77, -1.95, -0.18)  -0.0218
C (3.92, -0.96, 0.28)  -0.5127
C (4.45, 0.25, 0.74)  -0.0872
C (5.82, 0.45, 0.74)  -0.9403
C (2.44, -1.16, 0.28)  1.2156
C (1.83, -1.33, 1.50)  -0.3620
C (2.48, -1.42, 2.77)  -0.9829
C (1.51, -1.65, 3.70)  -1.5306
C (0.29, -1.69, 2.99)  -0.8034
N (0.46, -1.52, 1.69)  1.3764
C (1.80, -1.16, -0.98)  -0.7035
C (2.42, -1.12, -2.23)  -0.5568
C (1.42, -1.23, -3.20)  -1.6915
C (0.22, -1.32, -2.51)  -0.9503
N (0.42, -1.27, -1.17)  1.7116
H (6.81, -2.54, -0.51)  0.4657
H (4.37, -2.89, -0.53)  0.4824
H (3.78, 1.02, 1.10)  0.5641
H (6.23, 1.39, 1.10)  0.4698
H (3.55, -1.35, 2.92)  0.6795
H (1.63, -1.78, 4.76)  0.5193
H (-0.69, -1.86, 3.41)  0.6246
H (3.48, -1.03, -2.40)  0.7284
H (1.54, -1.24, -4.27)  0.5551
H (-0.78, -1.39, -2.91)  0.6532
Br (-2.67, 4.49, -4.06)  -0.0697
C (-2.22, 2.96, -3.06)  -0.0300
C (-0.89, 2.69, -2.77)  -0.8092
C (-0.61, 1.60, -1.98)  -0.0337
N (-1.56, 0.80, -1.49)  0.5032
C (-2.83, 1.04, -1.82)  -0.6667
C (-3.21, 2.11, -2.60)  -0.6980
H (-0.10, 3.33, -3.13)  0.4919
H (0.41, 1.38, -1.69)  0.3086
H (-3.56, 0.35, -1.43)  0.4894
H (-4.25, 2.29, -2.82)  0.5140
C (0.10, -4.67, 1.24)  -1.2651
As (-1.03, -3.72, 0.00)  1.0891
C (-0.44, -4.32, -1.74)  -1.3493
C (-2.79, -4.49, 0.19)  -1.1598
O (-2.40, -1.55, -0.89)  -1.0289
H (0.15, -5.72, 0.95)  0.5215
H (-0.32, -4.59, 2.24)  0.3977
H (1.10, -4.24, 1.23)  0.2231
H (-0.49, -5.41, -1.78)  0.5370
H (0.58, -4.00, -1.92)  0.3026
H (-1.10, -3.91, -2.50)  0.3908
H (-2.68, -5.57, 0.23)  0.4742
H (-3.39, -4.21, -0.67)  0.3468
H (-3.24, -4.13, 1.11)  0.3552

Values from the calculation:
Highest occupied orbital energy: -10.919 eV
Total charge: +1
Relative energy (zero: lowest compared OMol25 entry of this formula, charge and spin): 0.0 kcal/mol

4.
Entry from OMol25: a 2-piece molecular cluster, C8H13NS overall in a non-equilibrium geometry (wB97M-V/def2-TZVPD).

Each line ends with the Mulliken charge.
Atoms and positions in Å:
C (-0.63, -0.28, 1.38)  -0.1725
C (1.43, 0.85, -0.28)  1.3263
C (-1.23, 0.66, 2.05)  -0.7053
C (-0.85, -1.65, 0.97)  -0.2499
C (-2.45, -3.84, 0.78)  -0.7160
C (0.34, 1.34, -1.00)  -0.4887
C (2.84, 1.21, -0.72)  -1.3045
C (0.39, 2.23, -2.18)  -1.2577
N (1.40, 0.10, 0.77)  -0.7292
S (-2.57, -2.27, 1.35)  0.0024
H (-2.22, 0.51, 2.46)  0.2681
H (-0.78, 1.62, 2.23)  0.2967
H (-0.71, -1.77, -0.11)  0.3829
H (-0.15, -2.31, 1.50)  0.3524
H (-1.50, -4.32, 0.64)  0.2893
H (-3.36, -4.41, 0.72)  0.3167
H (-0.64, 1.05, -0.65)  0.4509
H (3.00, 2.28, -0.62)  0.3184
H (2.99, 0.92, -1.76)  0.3331
H (3.55, 0.68, -0.10)  0.3519
H (-0.10, 3.19, -1.95)  0.2992
H (-0.15, 1.79, -3.01)  0.3138
H (1.41, 2.44, -2.50)  0.3216

Values from the calculation:
Highest occupied orbital energy (spin up / spin down): -8.294 / -7.062 eV
Relative energy (zero: lowest compared OMol25 entry of this formula, charge and spin): 121.0 kcal/mol

Q: Among the records above, which one has the lowest relative energy (zero: lowest compared OMol25 entry of this formula, charge and spin)?
A: C33H32AsBrN5O5SW

What did the second record say?
Entry from OMol25: a 2-piece molecular cluster, C18H22ClNO3 overall in a non-equilibrium geometry (wB97M-V/def2-TZVPD).

Each line ends with the Mulliken charge.
Atoms and positions in Å:
O (-1.88, 3.13, 2.83)  -0.7082
C (-1.69, 2.14, 2.02)  0.2916
N (-0.40, 1.80, 1.48)  -0.0793
H (-0.41, 1.04, 1.04)  0.5657
C (0.59, 2.83, 1.71)  -0.5752
C (1.43, 2.26, 3.16)  -0.8808
C (1.74, 0.73, 3.29)  -0.5948
C (3.23, 0.49, 2.36)  -0.9140
C (3.57, 1.28, 1.12)  -0.9000
C (2.28, 1.40, 0.20)  -0.8189
H (1.87, 0.52, 0.29)  0.6930
C (1.71, 2.82, 0.52)  -1.9846
H (2.14, 3.63, 0.52)  1.0046
H (0.98, 2.87, -0.29)  0.4199
H (2.71, 1.58, -0.88)  0.3282
H (3.92, 2.13, 1.57)  0.5132
H (4.14, 0.62, 0.66)  0.4441
H (3.14, -0.68, 2.30)  0.3455
H (4.08, 0.51, 3.02)  0.4792
H (1.93, 0.33, 4.23)  0.5506
H (1.07, 0.28, 2.57)  0.0586
H (0.95, 2.40, 4.11)  0.4522
H (2.50, 2.77, 3.24)  0.4082
H (0.45, 3.64, 2.17)  0.8914
C (-2.58, 1.37, 1.58)  -0.5436
H (-3.53, 1.73, 1.15)  0.4392
H (-3.38, 0.93, 2.72)  0.3011
O (-2.17, 0.08, 0.97)  -0.2721
C (-2.69, 0.05, -0.13)  0.6949
O (-3.42, 0.81, -0.79)  -0.6657
C (-1.98, -1.15, -0.94)  -0.8086
C (-2.32, -1.29, -2.25)  -0.4688
C (-1.79, -2.54, -2.99)  0.6654
C (-1.76, -2.20, -4.34)  -0.6097
C (-1.20, -3.19, -5.17)  -0.9152
C (-0.64, -4.59, -4.73)  -0.6976
C (-0.98, -4.66, -3.51)  0.1672
C (-1.49, -3.95, -2.31)  0.3528
Cl (-1.69, -4.23, -0.84)  -0.2514
H (-0.61, -5.74, -2.84)  -0.0350
H (-0.54, -5.38, -5.29)  0.4813
H (-0.94, -3.09, -6.00)  0.7775
H (-1.93, -1.23, -4.65)  0.4312
H (-3.04, -0.62, -2.65)  0.4977
H (-1.38, -1.65, -0.24)  0.4693

Values from the calculation:
Highest occupied orbital energy: -8.340 eV
Relative energy (zero: lowest compared OMol25 entry of this formula, charge and spin): 445.0 kcal/mol

Repeat the second record exactly.
Entry from OMol25: a 2-piece molecular cluster, C18H22ClNO3 overall in a non-equilibrium geometry (wB97M-V/def2-TZVPD).

Each line ends with the Mulliken charge.
Atoms and positions in Å:
O (-1.88, 3.13, 2.83)  -0.7082
C (-1.69, 2.14, 2.02)  0.2916
N (-0.40, 1.80, 1.48)  -0.0793
H (-0.41, 1.04, 1.04)  0.5657
C (0.59, 2.83, 1.71)  -0.5752
C (1.43, 2.26, 3.16)  -0.8808
C (1.74, 0.73, 3.29)  -0.5948
C (3.23, 0.49, 2.36)  -0.9140
C (3.57, 1.28, 1.12)  -0.9000
C (2.28, 1.40, 0.20)  -0.8189
H (1.87, 0.52, 0.29)  0.6930
C (1.71, 2.82, 0.52)  -1.9846
H (2.14, 3.63, 0.52)  1.0046
H (0.98, 2.87, -0.29)  0.4199
H (2.71, 1.58, -0.88)  0.3282
H (3.92, 2.13, 1.57)  0.5132
H (4.14, 0.62, 0.66)  0.4441
H (3.14, -0.68, 2.30)  0.3455
H (4.08, 0.51, 3.02)  0.4792
H (1.93, 0.33, 4.23)  0.5506
H (1.07, 0.28, 2.57)  0.0586
H (0.95, 2.40, 4.11)  0.4522
H (2.50, 2.77, 3.24)  0.4082
H (0.45, 3.64, 2.17)  0.8914
C (-2.58, 1.37, 1.58)  -0.5436
H (-3.53, 1.73, 1.15)  0.4392
H (-3.38, 0.93, 2.72)  0.3011
O (-2.17, 0.08, 0.97)  -0.2721
C (-2.69, 0.05, -0.13)  0.6949
O (-3.42, 0.81, -0.79)  -0.6657
C (-1.98, -1.15, -0.94)  -0.8086
C (-2.32, -1.29, -2.25)  -0.4688
C (-1.79, -2.54, -2.99)  0.6654
C (-1.76, -2.20, -4.34)  -0.6097
C (-1.20, -3.19, -5.17)  -0.9152
C (-0.64, -4.59, -4.73)  -0.6976
C (-0.98, -4.66, -3.51)  0.1672
C (-1.49, -3.95, -2.31)  0.3528
Cl (-1.69, -4.23, -0.84)  -0.2514
H (-0.61, -5.74, -2.84)  -0.0350
H (-0.54, -5.38, -5.29)  0.4813
H (-0.94, -3.09, -6.00)  0.7775
H (-1.93, -1.23, -4.65)  0.4312
H (-3.04, -0.62, -2.65)  0.4977
H (-1.38, -1.65, -0.24)  0.4693

Values from the calculation:
Highest occupied orbital energy: -8.340 eV
Relative energy (zero: lowest compared OMol25 entry of this formula, charge and spin): 445.0 kcal/mol

Q: Among the records above, which one has the lowest relative energy (zero: lowest compared OMol25 entry of this formula, charge and spin)?
A: C33H32AsBrN5O5SW